Below is C17H24AlBrCaClFKNO8S2 as an isolated structure in a non-equilibrium geometry, with properties calculated with wB97M-V/def2-TZVPD.

Results
HOMO-LUMO gap	0.0408	Eh
spin multiplicity	1
lowest unoccupied orbital energy	-8.20	eV
charge	+2
highest occupied orbital energy	-9.31	eV

The geometry in XYZ format:
```
58
C17H24AlBrCaClFKNO8S2 (wB97M-V/def2-TZVPD)
C -1.149 -1.006 2.176
C -1.895 0.249 1.505
O -3.342 0.030 1.348
C -1.697 1.629 2.337
C -0.375 2.398 1.863
C 0.506 2.954 2.826
F 0.260 2.875 4.216
C 1.827 3.660 2.223
O 2.251 4.735 2.660
C 2.483 2.858 0.985
S 4.339 2.629 0.832
C 1.592 2.305 0.021
S 2.135 1.343 -1.455
C 2.539 -0.379 -0.860
O 0.965 1.167 -2.416
O 3.267 2.015 -2.165
C 0.028 2.537 0.313
O -0.792 2.838 -0.575
H -0.265 -1.340 1.522
H -0.753 -0.800 3.220
H -1.918 -1.859 2.175
H -1.489 0.309 0.430
H -3.572 0.622 0.583
H -2.624 2.299 2.370
H -1.478 1.305 3.419
H 4.558 1.446 1.552
H 2.439 -0.429 0.275
H 1.791 -1.142 -1.281
H 3.612 -0.591 -1.163
O 2.902 -1.161 -4.212
C 2.277 -0.121 -4.689
C 3.049 0.400 -6.042
O 2.433 1.433 -6.519
H 2.202 0.765 -4.038
H 1.223 -0.265 -4.987
H 3.116 -0.494 -6.707
H 4.101 0.534 -5.746
N -3.013 -4.308 3.610
C -2.609 -5.005 2.522
C -1.693 -5.966 2.931
C -1.549 -5.841 4.319
C -2.383 -4.806 4.714
H -3.729 -3.482 3.612
H -2.999 -4.768 1.544
H -1.191 -6.674 2.289
H -0.915 -6.434 4.965
H -2.575 -4.388 5.677
C -1.024 3.347 -4.426
O -2.318 3.668 -3.928
H -1.107 3.111 -5.487
H -0.356 4.202 -4.298
H -0.627 2.481 -3.893
H -2.219 3.873 -2.991
K -4.213 3.167 1.518
Ca -3.362 -4.606 6.900
Br 6.163 1.369 -0.156
Al 2.385 -1.346 -8.319
Cl -5.213 -3.340 2.901
```

Atomic partial charges in e from the Löwdin method, atoms 1 to 4:
1 C -0.02
2 C -0.35
3 O -0.10
4 C -0.10

***

Below is C17H24BrCl3N3O4SbSe4Tc as an isolated structure in a non-equilibrium geometry, with properties calculated with wB97M-V/def2-TZVPD.

Results
HOMO-LUMO gap (alpha / beta)	0.1099 / 0.1502	Eh
spin multiplicity	2
lowest unoccupied orbital energy (alpha / beta)	3.36 / 3.36	eV
energy relative to the best compared isomer or geometry (same formula, charge and spin)	277.3	kJ/mol
charge	-2
highest occupied orbital energy (alpha / beta)	0.37 / -0.73	eV

The geometry in XYZ format:
```
58
C17H24BrCl3N3O4SbSe4Tc (wB97M-V/def2-TZVPD)
Tc -0.329 -0.011 -0.362
O 6.110 -1.454 -0.095
C 4.758 -1.238 -0.151
C 4.205 0.052 -0.207
C 2.843 0.191 -0.234
N 1.979 -0.829 -0.234
C 2.525 -2.059 -0.213
Br 1.358 -3.540 -0.279
C 3.879 -2.314 -0.153
H 6.565 -0.605 -0.127
H 4.836 0.930 -0.226
H 2.420 1.185 -0.253
H 4.241 -3.328 -0.115
Se -5.499 -1.222 0.383
Sb -3.711 -1.014 -1.263
Se -2.229 1.249 -0.450
Se -1.606 -1.851 -0.011
Se -4.209 -2.600 -3.129
O -0.055 0.036 1.505
C -0.356 0.456 2.640
C -1.234 1.641 2.867
C -2.673 1.138 3.092
C -2.832 0.023 4.131
C -2.332 -1.345 3.650
C -0.816 -1.565 3.812
N -0.040 -0.321 3.759
H -1.212 2.311 2.003
H -0.876 2.200 3.739
H -3.086 0.769 2.147
H -3.285 1.997 3.375
H -3.903 -0.071 4.321
H -2.346 0.302 5.078
H -2.621 -1.464 2.600
H -2.846 -2.137 4.196
H -0.452 -2.228 3.021
H -0.584 -2.033 4.773
H -0.200 0.223 4.601
Cl -0.339 5.405 -0.644
C 1.066 4.359 -0.407
Cl 1.496 4.328 1.315
Cl 2.435 5.029 -1.305
C 0.729 2.906 -0.995
O 0.717 2.829 -2.200
O 0.563 2.067 -0.102
C -0.484 -2.033 -3.713
C -0.219 -0.540 -3.464
C 1.163 -0.131 -4.014
C -1.336 0.314 -4.098
N -0.207 -0.291 -2.082
H -0.435 -2.242 -4.779
H -1.475 -2.317 -3.354
H 0.255 -2.638 -3.187
H 1.215 -0.307 -5.087
H 1.947 -0.714 -3.520
H 1.335 0.925 -3.808
H -1.130 0.462 -5.156
H -1.367 1.290 -3.606
H -2.315 -0.176 -3.989
```

Atomic partial charges in e from the natural (NBO) method, atoms 1 to 4:
1 Tc 0.45
2 O -0.67
3 C 0.35
4 C -0.34

***

Below is one molecule with the formula C17H24ClN3O3, with properties calculated with wB97M-V/def2-TZVPD.

Results
HOMO-LUMO gap	0.3510	Eh
spin multiplicity	1
lowest unoccupied orbital energy	0.85	eV
energy relative to the best compared isomer or geometry (same formula, charge and spin)	56.6	kJ/mol
highest occupied orbital energy	-8.71	eV

The geometry in XYZ format:
```
48
C17H24ClN3O3 (wB97M-V/def2-TZVPD)
C -1.958 -0.554 -3.034
C -1.960 -1.759 -2.108
O -2.880 -1.550 -1.056
C -2.939 -2.641 -0.167
C -4.043 -2.403 0.861
C -3.629 -1.397 1.936
N -3.249 -0.123 1.372
C -1.963 0.286 1.329
O -1.056 -0.273 1.908
C -1.782 1.586 0.537
N -0.433 2.061 0.555
C 0.262 2.447 1.762
C 1.725 2.556 1.301
N 1.639 2.385 -0.132
C 2.810 2.140 -0.933
C 3.538 0.883 -0.521
C 2.839 -0.314 -0.410
C 3.479 -1.473 -0.016
C 4.835 -1.436 0.266
Cl 5.647 -2.883 0.757
C 5.551 -0.256 0.158
C 4.895 0.899 -0.230
C 0.396 1.967 -0.521
O 0.072 1.639 -1.645
H -1.430 -0.803 -3.951
H -2.980 -0.278 -3.278
H -1.455 0.290 -2.570
H -0.954 -1.926 -1.695
H -2.251 -2.668 -2.662
H -3.153 -3.563 -0.732
H -1.970 -2.771 0.338
H -4.926 -2.037 0.334
H -4.292 -3.348 1.342
H -2.759 -1.765 2.485
H -4.456 -1.246 2.638
H -3.899 0.284 0.717
H -2.461 2.349 0.940
H -2.035 1.395 -0.511
H -0.125 3.407 2.127
H 0.131 1.692 2.540
H 2.351 1.774 1.749
H 2.164 3.530 1.540
H 2.452 2.041 -1.963
H 3.478 3.005 -0.869
H 1.783 -0.335 -0.635
H 2.933 -2.399 0.074
H 6.606 -0.240 0.380
H 5.450 1.823 -0.310
```

Atomic partial charges in e from the natural (NBO) method, atoms 1 to 4:
1 C -0.64
2 C -0.05
3 O -0.56
4 C -0.06

***

Below is a 8-piece molecular cluster, C17H24FN7O3 overall in a non-equilibrium geometry, with properties calculated with wB97M-V/def2-TZVPD.

Results
HOMO-LUMO gap	0.3811	Eh
spin multiplicity	1
lowest unoccupied orbital energy	0.57	eV
energy relative to the best compared isomer or geometry (same formula, charge and spin)	979.0	kJ/mol
highest occupied orbital energy	-9.80	eV

The geometry in XYZ format:
```
52
C17H24FN7O3 (wB97M-V/def2-TZVPD)
O 2.064 2.114 -2.592
C 2.412 1.418 -1.638
O 3.007 1.929 -0.536
C 3.453 0.878 0.332
C 3.392 -0.291 -0.620
F 2.894 -1.299 0.099
O 2.450 0.140 -1.612
H 4.450 1.036 0.743
H 2.706 0.934 1.124
H 4.351 -0.661 -0.983
C -1.963 -2.368 0.438
C -2.838 -2.400 1.702
N -3.505 -2.386 2.695
H -2.545 -2.236 -0.474
H -1.384 -3.284 0.312
H -1.409 -1.434 0.348
C -2.266 1.913 1.439
C -2.503 0.708 0.629
N -2.646 -0.227 -0.018
H -2.746 2.757 0.945
H -1.193 2.093 1.370
H -2.632 1.718 2.447
C -0.535 -4.124 2.848
C -0.086 -2.975 2.078
N 0.223 -2.022 1.441
H -0.211 -4.250 3.882
H -0.186 -4.999 2.298
H -1.622 -4.084 2.789
C 0.634 -2.316 -2.633
C 1.753 -3.231 -2.215
N 2.612 -4.024 -1.898
H 0.058 -2.264 -1.709
H -0.116 -2.653 -3.349
H 1.083 -1.351 -2.869
C -2.054 3.551 -1.814
C -1.189 2.299 -1.645
N -0.575 1.309 -1.471
H -3.070 3.284 -2.105
H -1.712 4.337 -2.489
H -2.201 3.866 -0.781
C 0.759 2.782 0.642
C 0.192 3.884 -0.195
N -0.405 4.739 -0.745
H 1.584 3.278 1.153
H 0.958 1.855 0.104
H 0.042 2.625 1.447
C 0.044 -0.309 -0.230
C 0.062 0.392 1.052
N 0.145 0.908 2.083
H 0.344 -1.349 -0.102
H 0.779 0.165 -0.880
H -0.858 -0.373 -0.839
```

Atomic partial charges in e from the natural (NBO) method, atoms 1 to 4:
1 O -0.56
2 C 0.97
3 O -0.50
4 C -0.14

***

Below is C17H24IrN3O2Si as an isolated structure, with properties calculated with wB97M-V/def2-TZVPD.

Results
HOMO-LUMO gap (alpha / beta)	0.2469 / 0.2466	Eh
spin multiplicity	1
lowest unoccupied orbital energy (alpha / beta)	-7.50 / -7.50	eV
energy relative to the best compared isomer or geometry (same formula, charge and spin)	151.6	kJ/mol
charge	+2
highest occupied orbital energy (alpha / beta)	-14.22 / -14.21	eV

The geometry in XYZ format:
```
48
C17H24IrN3O2Si (wB97M-V/def2-TZVPD)
Ir -0.145 0.786 0.835
O -2.168 3.105 3.362
C -1.688 2.203 2.755
O -0.698 2.349 1.846
C -2.059 0.761 2.953
C -3.013 0.351 3.872
C -3.176 -0.997 4.070
C -2.383 -1.925 3.367
C -2.488 -3.321 3.586
C -1.691 -4.188 2.900
C -0.771 -3.701 1.944
C -0.654 -2.362 1.695
C -1.444 -1.451 2.420
N -1.318 -0.091 2.241
H -3.579 1.103 4.404
H -3.911 -1.362 4.778
H -3.211 -3.682 4.307
H -1.760 -5.251 3.081
H -0.155 -4.404 1.400
H 0.028 -1.994 0.940
N 4.232 3.866 -0.186
C 3.848 2.609 0.555
C 2.348 2.348 0.406
N 1.915 1.118 1.104
H 5.239 4.040 -0.122
H 3.756 4.689 0.195
H 3.994 3.807 -1.180
H 4.133 2.753 1.597
H 4.442 1.796 0.140
H 2.081 2.245 -0.647
H 1.772 3.177 0.820
H 2.046 1.192 2.109
H 2.419 0.298 0.774
C -1.975 -1.487 -4.095
Si -0.353 -0.599 -3.963
C 1.056 -1.724 -4.398
C -0.387 0.926 -5.018
C -0.146 -0.047 -2.176
C -0.042 0.275 -0.994
H -2.112 -1.810 -5.129
H -2.807 -0.835 -3.825
H -2.014 -2.372 -3.457
H 0.940 -2.061 -5.431
H 1.077 -2.608 -3.758
H 2.024 -1.226 -4.317
H -0.530 0.619 -6.057
H 0.540 1.500 -4.963
H -1.212 1.583 -4.739
```

Atomic partial charges in e from the natural (NBO) method, atoms 1 to 4:
1 Ir 1.16
2 O -0.47
3 C 0.73
4 O -0.71

***

Below is C17H24IrO6S2SeSi2 as an isolated structure, with properties calculated with wB97M-V/def2-TZVPD.

Results
HOMO-LUMO gap (alpha / beta)	0.2945 / 0.2476	Eh
spin multiplicity	6
lowest unoccupied orbital energy (alpha / beta)	0.39 / -2.63	eV
energy relative to the best compared isomer or geometry (same formula, charge and spin)	0.0	kJ/mol
highest occupied orbital energy (alpha / beta)	-7.62 / -9.36	eV

The geometry in XYZ format:
```
53
C17H24IrO6S2SeSi2 (wB97M-V/def2-TZVPD)
Ir 0.051 0.360 0.558
O 1.444 -3.744 1.475
S 0.866 -2.471 1.783
O 1.703 -1.571 2.568
O 0.358 -1.798 0.534
C -0.558 -2.792 2.840
C -0.510 -4.041 3.444
C -1.464 -4.423 4.377
C -2.482 -3.558 4.718
C -2.554 -2.309 4.117
C -1.608 -1.915 3.181
S -1.906 -0.297 2.493
O -3.025 0.269 3.171
O -2.063 -0.467 1.032
O -0.626 0.482 2.658
H 0.289 -4.712 3.166
H -1.403 -5.402 4.833
H -3.230 -3.847 5.444
H -3.351 -1.623 4.361
C -1.138 2.822 -1.940
Si 0.114 2.472 -0.605
C -0.301 3.557 0.876
C 1.809 2.963 -1.256
C 2.234 4.292 -1.169
C 3.487 4.681 -1.624
C 4.344 3.745 -2.186
C 3.938 2.423 -2.301
C 2.685 2.041 -1.839
H -1.112 3.900 -2.130
H -2.148 2.549 -1.628
H -0.915 2.306 -2.874
H -0.367 4.593 0.527
H 0.458 3.493 1.656
H -1.264 3.289 1.316
H 1.584 5.043 -0.732
H 3.795 5.715 -1.540
H 5.323 4.046 -2.537
H 4.595 1.690 -2.753
H 2.383 1.004 -1.941
C 5.438 1.862 1.800
Si 4.456 0.396 2.361
C 5.050 -1.211 1.670
C 4.090 0.346 4.166
Se 2.385 0.700 1.263
H 6.442 1.835 2.231
H 4.960 2.795 2.104
H 5.528 1.866 0.711
H 6.020 -1.472 2.103
H 5.162 -1.144 0.587
H 4.341 -2.009 1.897
H 5.004 0.120 4.722
H 3.350 -0.429 4.369
H 3.696 1.301 4.515
```

Atomic partial charges in e from the natural (NBO) method, atoms 1 to 4:
1 Ir 1.03
2 O -0.94
3 S 2.40
4 O -0.99

***

Below is one molecule with the formula C17H24N2O, with properties calculated with wB97M-V/def2-TZVPD.

Results
HOMO-LUMO gap	0.3330	Eh
spin multiplicity	1
lowest unoccupied orbital energy	0.75	eV
energy relative to the best compared isomer or geometry (same formula, charge and spin)	307.1	kJ/mol
highest occupied orbital energy	-8.31	eV

The geometry in XYZ format:
```
44
C17H24N2O (wB97M-V/def2-TZVPD)
O -2.236 -1.623 2.054
C -1.019 -1.269 1.462
C -0.631 -2.246 0.334
C 0.684 -1.899 -0.192
C 1.720 -1.564 -0.698
C 3.002 -1.148 -1.260
N 3.566 0.099 -0.784
C 2.822 1.300 -1.099
C 1.676 1.605 -0.126
C 2.212 1.658 1.302
C 2.939 0.355 1.626
C 4.037 0.106 0.586
N -1.681 -2.289 -0.688
C -1.789 -1.111 -1.544
C -2.666 -0.054 -0.921
C -3.909 -0.407 -0.408
C -4.726 0.546 0.174
C -4.312 1.866 0.242
C -3.082 2.228 -0.280
C -2.264 1.273 -0.858
H -2.887 -1.690 1.342
H -0.264 -1.308 2.251
H -1.059 -0.243 1.068
H -0.589 -3.253 0.770
H 2.885 -1.059 -2.348
H 3.738 -1.937 -1.066
H 2.440 1.214 -2.120
H 3.536 2.132 -1.075
H 0.919 0.823 -0.197
H 1.217 2.559 -0.395
H 1.392 1.818 2.006
H 2.909 2.495 1.397
H 2.229 -0.473 1.611
H 3.387 0.407 2.620
H 4.541 -0.843 0.786
H 4.783 0.908 0.659
H -1.536 -3.112 -1.262
H -2.254 -1.429 -2.483
H -0.803 -0.684 -1.786
H -4.234 -1.436 -0.478
H -5.687 0.259 0.575
H -4.947 2.611 0.698
H -2.756 3.256 -0.234
H -1.302 1.560 -1.261
```

Atomic partial charges in e from the natural (NBO) method, atoms 1 to 4:
1 O -0.72
2 C -0.06
3 C -0.14
4 C -0.05

***

Below is C17H24N3O2PPb as an isolated structure in a non-equilibrium geometry, with properties calculated with wB97M-V/def2-TZVPD.

Results
HOMO-LUMO gap (alpha / beta)	0.1473 / 0.1467	Eh
spin multiplicity	1
lowest unoccupied orbital energy (alpha / beta)	-17.19 / -17.20	eV
energy relative to the best compared isomer or geometry (same formula, charge and spin)	25.3	kJ/mol
charge	+4
highest occupied orbital energy (alpha / beta)	-21.20 / -21.19	eV

The geometry in XYZ format:
```
48
C17H24N3O2PPb (wB97M-V/def2-TZVPD)
N -0.130 -2.011 -0.094
C 0.062 -3.144 0.043
C 0.305 -4.580 0.218
H 1.232 -4.727 0.770
H 0.384 -5.058 -0.758
H -0.521 -5.024 0.773
N -2.012 0.872 -1.857
C -2.793 1.229 -2.632
C -3.786 1.682 -3.613
H -3.740 1.048 -4.497
H -3.575 2.713 -3.895
H -4.782 1.624 -3.176
N 0.921 1.656 0.539
C 1.658 2.418 1.003
C 2.591 3.384 1.592
H 2.030 4.195 2.056
H 3.237 3.789 0.814
H 3.200 2.888 2.346
Pb -0.599 0.188 -0.242
C -1.726 1.875 0.587
O -2.318 2.745 1.027
C -2.503 -0.835 0.119
O -3.495 -1.361 0.320
C 1.174 -1.265 -3.036
C 2.211 -0.984 -2.188
C 2.573 0.286 -1.972
C 1.905 1.304 -2.596
C 0.892 1.029 -3.425
C 0.521 -0.269 -3.647
H 0.890 -2.286 -3.236
H 2.758 -1.781 -1.708
H 3.408 0.495 -1.321
H 2.203 2.329 -2.445
H 0.387 1.837 -3.932
H -0.280 -0.503 -4.330
C 1.045 0.147 3.721
P -0.090 -0.240 2.335
C -0.046 -2.026 2.716
C -1.509 0.586 3.144
H 2.049 -0.269 3.504
H 0.683 -0.257 4.690
H 1.138 1.250 3.818
H -0.093 -2.200 3.810
H -0.947 -2.522 2.303
H 0.904 -2.469 2.355
H -1.577 0.275 4.207
H -1.383 1.686 3.131
H -2.458 0.282 2.659
```

Atomic partial charges in e from the natural (NBO) method, atoms 1 to 4:
1 N -0.64
2 C 0.67
3 C -0.76
4 H 0.32